Computed, not measured: a 11-piece molecular cluster, C64H153N11O11 overall, with wB97M-V/def2-TZVPD.

Geometry as XYZ:
```
239
Properties=species:S:1:pos:R:3:forces:R:3
C -1.21469 4.58141 3.01561 -0.69 -0.36 -1.85
C -0.28304 5.61531 2.41974 0.75 -1.07 -0.79
C -0.74364 7.02727 2.56021 0.10 1.81 1.88
O -2.06174 7.25528 2.05883 1.09 0.62 0.04
C -1.96932 7.28017 0.65339 -1.18 0.86 -0.77
N 1.05290 5.47500 2.96537 -1.02 0.03 1.45
H -1.13032 3.59070 2.45972 0.17 1.10 1.03
H -2.23821 4.95159 2.78425 0.38 -0.38 0.70
H -0.97654 4.50970 4.07048 -0.36 -0.26 0.20
H -0.18301 5.52544 1.33503 -0.51 -0.68 -0.38
H -0.02354 7.68866 2.02221 -0.35 -0.30 0.17
H -0.69256 7.40058 3.62628 -0.35 -0.64 -0.88
H -1.05955 7.80443 0.27806 -0.37 -0.53 0.30
H -2.83587 7.83129 0.19811 0.55 -0.47 0.68
H -2.03231 6.25277 0.34277 0.28 -0.42 -0.86
H 1.61132 6.10950 2.49278 1.69 1.38 -0.89
H 1.47886 4.56995 2.91622 -0.16 -0.78 -0.07
C -1.34906 0.18349 5.80709 -2.16 -1.97 0.05
C -1.66926 -0.67357 7.10427 0.82 -0.05 -1.03
C -2.93905 -1.51059 6.93742 0.38 0.42 -0.89
O -3.18860 -2.32672 8.01859 0.79 -0.58 1.27
C -4.07645 -3.33953 7.68542 -1.00 -0.49 1.39
N -0.51026 -1.62277 7.30442 0.18 0.79 0.71
H -0.46528 0.73326 5.96279 0.64 1.47 0.39
H -2.28356 0.70131 5.45613 1.18 0.19 0.61
H -1.07266 -0.44350 4.96392 -0.26 -0.44 -0.06
H -1.69632 0.07982 7.88813 -0.49 -0.27 0.51
H -2.77935 -2.12775 6.03178 -0.07 0.16 0.05
H -3.87691 -0.97579 6.83464 0.08 1.00 -0.73
H -4.30509 -3.89827 8.61202 0.07 0.28 -0.45
H -3.66568 -4.01787 6.98130 0.65 -0.77 -0.86
H -5.01987 -2.98523 7.26140 -0.10 0.35 0.05
H 0.24859 -1.07152 7.71538 -0.01 0.14 -0.59
H -0.60459 -2.30801 8.06925 -0.93 0.31 -0.54
C -1.76237 1.28855 -5.62730 -0.77 -1.44 -0.43
C -2.44300 1.49248 -4.29667 0.97 1.92 0.05
C -3.29757 2.74907 -4.30537 -1.03 -0.91 -1.15
O -2.62131 3.95305 -4.31523 1.10 0.52 -0.83
C -3.51661 5.02900 -4.38889 0.11 0.22 0.95
N -3.28261 0.39957 -3.97195 -1.39 -1.42 -0.47
H -2.56320 1.25434 -6.40894 0.56 -0.05 0.38
H -1.33730 0.26193 -5.54703 0.16 0.77 -0.52
H -1.03548 2.02907 -5.94089 0.17 -0.02 0.27
H -1.68829 1.59023 -3.50985 0.10 -0.01 0.07
H -3.89858 2.77254 -3.43805 -1.03 -0.36 1.33
H -4.03430 2.60698 -5.17816 0.90 0.55 0.70
H -2.93919 5.93311 -4.49079 0.23 0.36 0.32
H -4.14656 5.05644 -3.46516 0.22 0.13 -0.68
H -4.11057 4.97544 -5.27894 -0.73 -0.27 -0.49
H -3.64076 0.49545 -3.01518 -0.29 -0.01 -0.55
H -4.06401 0.38527 -4.67235 0.62 -0.09 1.18
C -4.16136 3.75529 -0.04487 -1.59 -0.48 -0.91
C -4.23450 2.23963 0.02822 0.42 -0.81 0.22
C -4.76739 1.80304 1.41135 1.29 -0.58 0.32
O -4.69997 0.37518 1.46496 -0.96 0.33 -0.27
C -5.53213 -0.22362 2.45887 2.06 0.77 1.14
N -5.00245 1.54202 -1.05333 -0.52 0.10 1.59
H -5.20970 4.18180 -0.11732 1.13 -0.26 0.19
H -3.59985 4.05454 -0.93307 0.02 0.19 0.19
H -3.68942 4.06832 0.86737 0.31 0.62 0.28
H -3.21401 1.84267 -0.08538 -0.22 0.21 0.28
H -5.77785 2.11522 1.53858 -1.13 0.40 -0.05
H -4.20384 2.19895 2.29640 -0.08 0.00 -0.79
H -6.60203 -0.12674 2.37046 -0.43 0.34 -0.56
H -5.21815 0.21238 3.46123 -0.48 -0.63 -0.84
H -5.23588 -1.25816 2.40484 -0.19 -0.48 0.31
H -5.80456 2.16025 -1.25630 0.20 -0.75 0.05
H -5.34158 0.68987 -0.51456 0.16 1.11 -1.40
C 3.08424 1.95023 1.30384 2.45 -1.44 0.30
C 3.54885 2.05193 2.78906 -0.31 -1.05 -0.74
C 4.53335 3.15342 2.96421 1.04 0.98 0.07
O 4.97727 3.14831 4.33016 -0.26 0.08 -0.69
C 5.93598 4.15705 4.55192 0.65 -0.27 1.03
N 2.40018 2.32429 3.64248 -0.46 -0.20 -0.41
H 2.14494 1.45340 1.23242 -0.82 -0.01 -0.15
H 3.80102 1.34553 0.65846 -0.64 0.32 1.11
H 3.16437 2.88402 0.81981 -0.67 1.41 -0.34
H 4.04366 1.08255 3.09473 -0.24 0.82 -0.36
H 4.11904 4.19329 2.77436 0.10 -1.18 -0.20
H 5.40798 2.97292 2.26764 -0.68 0.29 0.65
H 5.59456 4.97978 5.22744 -0.33 -0.18 -1.11
H 6.36680 4.46746 3.57971 -0.07 0.30 0.77
H 6.69992 3.69449 5.19217 0.29 0.03 -0.47
H 2.72620 2.40319 4.59238 -0.03 0.02 0.32
H 1.78008 1.51870 3.57390 -0.06 0.18 0.12
C 4.17117 -5.01728 -3.45990 0.09 -0.11 1.39
C 5.27368 -4.03766 -3.12402 -0.52 0.85 0.82
C 6.56547 -4.63446 -2.61143 -0.45 -0.16 -1.04
O 6.27094 -5.48531 -1.53288 0.97 0.73 0.39
C 7.42186 -5.81132 -0.76966 -0.03 -0.75 -0.71
N 5.60888 -3.13136 -4.18557 0.63 0.90 0.94
H 4.00831 -5.63085 -2.57296 -0.21 -0.16 -0.06
H 4.44149 -5.65793 -4.25314 0.43 -0.84 -1.08
H 3.23664 -4.53880 -3.71861 -0.17 0.38 -0.04
H 4.89173 -3.41666 -2.28380 0.16 -0.15 -0.39
H 7.29495 -3.81859 -2.47494 -0.33 -0.17 0.85
H 6.99519 -5.18405 -3.44190 0.31 -0.69 -0.36
H 8.12683 -5.00469 -0.61977 0.05 0.58 -0.29
H 7.97125 -6.66091 -1.22415 -0.23 0.30 0.21
H 7.06478 -6.07312 0.19711 -0.23 -0.53 0.82
H 5.92439 -3.53077 -5.02407 0.48 -1.01 -1.11
H 4.84366 -2.55577 -4.40819 -1.04 0.90 -0.30
C 1.77407 -0.70827 -5.71119 1.31 -0.90 -0.47
C 1.80809 0.77147 -5.47451 0.09 0.98 1.12
C 3.18118 1.21291 -4.85446 -1.21 1.16 -0.77
O 3.31594 0.46514 -3.70565 0.57 -0.60 1.51
C 4.45355 0.68832 -2.88399 0.63 0.46 -1.98
N 1.45210 1.52475 -6.67275 0.36 0.89 -0.25
H 2.40851 -1.33605 -5.04709 -0.39 0.79 -0.12
H 2.17361 -0.84831 -6.70650 0.18 -0.40 -0.52
H 0.80301 -1.15134 -5.70962 -0.87 -0.03 0.02
H 1.00635 0.98015 -4.74119 0.56 0.29 -0.03
H 3.17355 2.32059 -4.64795 -0.22 -0.73 -0.03
H 3.99221 1.06433 -5.58326 0.09 -0.33 0.04
H 5.31656 1.01247 -3.48754 -0.11 -0.26 -0.17
H 4.72510 -0.22513 -2.42193 0.07 -0.92 0.58
H 4.36923 1.46710 -2.16289 -0.75 0.69 0.81
H 2.05057 1.28075 -7.47905 -0.34 0.36 0.73
H 1.49459 2.55733 -6.47505 0.04 -1.48 -0.36
C 2.11471 -3.34113 6.32231 -1.16 -0.52 1.95
C 2.14075 -3.64678 4.85970 -0.37 0.24 -0.75
C 2.72695 -5.10675 4.71575 -1.93 1.23 -0.37
C 1.62830 -6.16448 4.64547 0.70 -1.62 0.74
C 0.31730 -5.81078 3.96677 0.54 -0.55 -1.36
C -0.26546 -4.53412 4.37926 -0.21 3.44 1.47
N 0.77424 -3.45637 4.12617 1.39 -1.92 0.27
O 0.29409 -2.14805 4.29130 0.20 -0.39 -0.56
C -1.51955 -4.17474 3.58799 0.16 -1.42 -0.40
C -0.69537 -4.64300 5.86624 0.45 -0.05 -0.57
C 3.09268 -2.62973 4.22780 0.35 0.36 0.34
H 3.09590 -3.29633 6.73581 1.11 -0.29 0.04
H 1.55249 -4.05978 6.97001 0.50 0.39 -0.72
H 1.73265 -2.38157 6.60273 -0.56 0.72 -0.35
H 3.25631 -5.15846 3.78767 0.72 0.09 -0.47
H 3.36336 -5.30251 5.58497 0.12 0.09 -0.44
H 1.45112 -6.54806 5.66063 -0.29 0.29 -0.09
H 2.11898 -7.04892 4.18632 -0.59 0.34 -0.11
H -0.49310 -6.47465 4.22316 0.12 -1.07 -0.09
H 0.40861 -5.78870 2.86427 0.14 -0.17 0.35
H -2.05674 -3.33728 4.04513 0.09 -0.13 -0.42
H -1.26102 -4.04576 2.52754 -0.16 0.48 0.31
H -2.13265 -5.10539 3.61405 -0.05 0.74 0.10
H -1.53811 -5.28769 5.96859 -0.99 -0.43 -0.19
H 0.07086 -5.16048 6.39025 0.64 -0.22 0.70
H -0.90788 -3.71681 6.37222 -0.01 0.38 -0.11
H 2.81652 -1.59147 4.45979 -0.13 -0.30 -0.03
H 3.15440 -2.71610 3.15893 -0.16 -0.18 -0.62
H 4.11312 -2.75499 4.60585 -0.12 -0.17 0.10
H 0.03747 -2.03484 5.20428 -0.21 0.13 1.26
C -0.09413 6.56419 -3.60811 -0.75 -0.86 -1.23
C 1.26388 5.83387 -3.65556 -0.19 0.70 0.91
C 2.23450 6.47255 -2.65697 1.01 1.12 0.72
C 1.86692 6.21204 -1.20147 -0.61 -1.64 -1.11
C 1.89474 4.67621 -1.01681 -2.88 1.17 0.38
C 0.88125 3.94848 -2.00826 1.87 0.19 1.63
N 1.22487 4.41555 -3.34993 -0.31 -0.82 0.03
O 0.45199 3.66603 -4.27126 0.08 0.26 -0.63
C 1.21802 2.46663 -1.93159 -0.04 0.00 -0.24
C -0.54871 4.08744 -1.47277 -0.37 -0.41 -0.43
C 1.86355 6.07541 -5.01695 0.96 0.72 -1.30
H -0.67631 6.58111 -2.68333 0.35 -0.36 -0.03
H -0.72839 6.07305 -4.42330 0.58 0.99 1.00
H 0.11858 7.60090 -3.83507 -0.25 0.27 -0.41
H 3.25017 6.10653 -2.82169 -0.02 -0.34 -0.18
H 2.34901 7.56707 -2.82485 -0.49 -0.53 -0.18
H 0.83988 6.52300 -1.11655 -0.55 0.34 0.55
H 2.44462 6.71817 -0.45245 0.52 0.37 0.15
H 1.65870 4.44020 0.02998 -0.33 -0.16 -0.23
H 2.84543 4.30408 -1.16123 2.22 -0.79 -0.67
H 2.22569 2.19981 -2.23480 0.30 0.35 0.20
H 1.01425 2.12982 -0.92334 0.12 -0.35 0.22
H 0.60688 1.92867 -2.63308 -0.57 -0.41 -0.15
H -1.29639 3.59178 -2.11057 0.26 0.08 -0.10
H -0.61722 3.55302 -0.51041 0.10 0.51 -0.19
H -0.85728 5.11600 -1.38799 -0.16 0.29 0.40
H 2.90979 5.68948 -5.08538 -0.70 0.36 0.26
H 1.87189 7.18994 -5.22626 0.13 -1.23 0.26
H 1.34237 5.61024 -5.85657 -0.32 -0.05 0.27
H -0.49165 3.86892 -4.15272 -0.12 0.18 0.07
C -5.24985 -4.35019 -2.92832 0.15 -0.17 0.24
C -4.13153 -3.50280 -2.26197 -0.08 -0.22 1.08
C -3.46544 -4.19338 -1.04906 -1.03 -0.63 -0.56
C -2.63660 -5.39808 -1.45909 -0.93 -0.80 0.18
C -1.53243 -4.97202 -2.40603 -0.02 0.64 0.21
C -2.14415 -4.26737 -3.62495 0.00 -0.07 -1.69
N -3.04286 -3.19926 -3.19316 -0.03 0.61 0.40
O -3.67161 -2.61181 -4.32441 0.04 -1.21 -0.51
C -1.01829 -3.58948 -4.55421 -2.21 -1.51 0.45
C -2.90947 -5.37322 -4.51031 1.65 -0.26 -0.45
C -4.67648 -2.15434 -1.77363 -1.01 0.55 -0.21
H -5.37349 -4.01246 -3.96383 0.04 -0.10 0.30
H -6.21667 -4.16169 -2.43581 0.34 -0.39 0.08
H -4.97353 -5.43261 -2.94510 -0.56 0.86 0.16
H -2.72980 -3.56571 -0.60982 0.39 1.24 0.37
H -4.19369 -4.40311 -0.22573 0.32 -0.09 -0.85
H -3.27990 -6.21933 -1.83869 0.45 0.40 0.06
H -2.25323 -5.72210 -0.51609 0.72 -0.78 0.52
H -0.81624 -5.74532 -2.69516 -0.51 -0.34 -0.28
H -0.88675 -4.30035 -1.83243 -0.09 0.44 -0.17
H -1.56528 -3.38571 -5.48350 0.68 -0.09 -0.05
H -0.59490 -2.68263 -4.19820 0.11 0.83 0.74
H -0.22601 -4.31839 -4.64273 0.22 -0.24 -0.51
H -3.07662 -6.27946 -3.90124 0.10 0.32 -0.45
H -3.85411 -5.12145 -5.00366 0.34 0.48 0.42
H -2.21348 -5.62393 -5.35908 -0.57 -0.11 0.84
H -3.88059 -1.45415 -1.54913 0.35 -0.08 0.19
H -5.38200 -2.15172 -0.91238 0.60 -0.62 -0.31
H -5.25822 -1.67938 -2.56471 0.00 0.00 -0.22
H -3.39818 -1.70644 -4.29027 0.56 1.32 0.12
C -1.04708 1.10988 1.48465 0.06 0.94 -0.80
C -0.86255 -0.24573 0.82313 -0.43 -0.16 -1.76
C -1.32346 -0.14465 -0.68635 0.57 -0.06 1.57
C -0.82727 -1.33506 -1.47971 -0.19 1.32 -0.31
C 0.67698 -1.44982 -1.48393 -0.32 0.34 -0.87
C 1.18957 -1.57781 -0.06386 1.24 -1.21 -0.84
N 0.59390 -0.51636 0.74110 -0.39 0.10 0.41
O 1.16193 -0.50116 2.02073 0.48 0.31 1.13
C 0.98727 -3.03668 0.43074 -0.47 0.86 0.47
C 2.71567 -1.30960 -0.07112 -0.55 1.14 -0.37
C -1.71300 -1.25742 1.59387 -0.02 -0.33 -0.30
H -0.64552 1.13953 2.48754 -0.05 0.04 0.32
H -2.08609 1.44951 1.44880 -0.03 -0.57 0.48
H -0.57207 1.91048 0.89076 0.44 -0.43 0.22
H -2.40846 -0.04131 -0.77356 -0.03 -0.14 0.28
H -0.89465 0.77720 -1.08740 0.11 -0.01 -0.10
H -1.17793 -1.08527 -2.46225 -0.23 -0.62 -0.91
H -1.28480 -2.24830 -1.14833 -0.32 -0.36 0.03
H 1.12985 -0.58252 -2.02839 -0.27 -0.45 0.60
H 0.90597 -2.33482 -2.10182 0.37 0.13 0.41
H 1.50749 -3.72424 -0.23219 0.21 -0.01 0.06
H 1.36827 -3.11327 1.46645 -0.29 -0.31 -0.43
H -0.07882 -3.28847 0.39136 0.13 -0.14 0.26
H 2.96793 -1.20827 0.97213 0.68 -0.01 0.22
H 3.36035 -2.04994 -0.57300 -0.59 0.10 0.12
H 2.82843 -0.30897 -0.55990 0.24 -0.80 0.37
H -2.65298 -0.78480 1.80805 -0.67 0.26 -0.16
H -1.27860 -1.38198 2.57115 0.36 -0.62 0.38
H -1.95622 -2.22863 1.09931 0.58 0.70 0.32
H 0.90254 -1.23436 2.62108 -0.41 0.01 -0.67
```
Positions in Å, forces in eV/Å.

Computed properties:
Energy above the lowest of the compared OMol25 structures with the same formula, charge and spin ... 38.4 kcal/mol
SMILES ... CC1(C)CCCC(C)(C)N1O.CC1(C)CCCC(C)(C)N1O.CC1(C)CCCC(C)(C)N1O.CC1(C)CCCC(C)(C)N1O.COC[C@H](C)N.COC[C@H](C)N.COC[C@H](C)N.COC[C@H](C)N.COC[C@H](C)N.COC[C@H](C)N.COC[C@H](C)N
LUMO ... 0.46 eV
Maximum force ... 3.75 eV/A